C20H26Cl3F13INOPS | ωB97M-V/def2-TZVPD

Properties
**Total charge**: +1
**E_HOMO**: -0.4590 hartree
**DFT total energy**: -125810.951 eV

The geometry in XYZ format:
```
67
Properties=species:S:1:pos:R:3:forces:R:3
C -0.11563 -4.22019 0.14295 -0.009 0.051 -0.164
C 0.25037 -2.74788 0.40855 -0.155 -0.072 -0.240
C 1.41121 -2.26113 -0.45624 0.190 -0.033 0.312
I 0.74976 -2.28017 -2.52126 0.034 0.038 -0.067
C 2.17155 -0.97143 0.01299 0.286 -0.138 0.182
C 2.86611 -1.42954 1.33418 -0.418 0.163 0.255
Cl 4.28879 -2.41700 1.03544 0.069 0.018 -0.209
C 2.56808 -1.35820 2.63973 0.215 -0.005 -0.180
C 3.41489 -1.91345 3.75588 0.054 0.159 0.013
Cl 1.12181 -0.61846 3.21178 -0.077 0.013 0.061
C 3.34438 -0.69528 -0.98018 -0.117 0.152 -0.013
N 2.78477 0.28509 -1.90561 0.054 -0.011 0.343
C 1.71154 0.86935 -1.50795 0.184 -0.397 0.055
P 1.03518 2.30801 -2.50159 -0.210 -0.005 -0.064
C 1.71339 1.84085 -4.14282 0.097 -0.027 -0.066
O -0.54417 1.97151 -2.69981 0.115 -0.251 -0.015
C 1.35237 0.40661 -0.07839 -0.208 0.077 -0.270
C 1.83546 1.60255 0.80876 0.056 0.095 0.066
C 3.29904 2.08684 0.78588 0.056 0.151 0.066
C 4.25119 1.42948 1.79003 -0.088 -0.005 -0.025
Cl 5.57270 2.54352 2.23805 0.006 0.016 -0.089
C -0.21343 0.39289 -0.06402 0.077 0.074 -0.076
C -1.03006 0.29524 1.22329 0.157 0.161 0.156
C -2.46249 0.75123 1.00654 -0.248 -0.105 -0.299
F -3.10959 0.70350 2.19042 0.006 -0.033 0.070
F -2.47951 2.04209 0.58837 -0.058 0.053 0.025
C -3.25580 -0.09364 -0.05633 -0.098 -0.001 0.321
F -2.73872 -1.35289 -0.02624 0.013 -0.120 0.077
F -3.00154 0.39354 -1.27386 0.031 0.199 -0.344
C -4.79446 -0.34133 0.12693 0.176 0.571 -0.098
F -5.16142 -1.19706 -0.82120 -0.056 -0.404 -0.461
F -4.91278 -0.95773 1.31155 -0.116 -0.227 0.338
C -5.88096 0.80368 0.18582 0.680 -0.253 -0.834
F -7.00469 0.16343 0.39748 -1.017 -0.439 0.195
F -5.60245 1.54669 1.22371 0.333 0.862 0.999
S -6.15450 1.98175 -1.29776 0.347 -0.267 -0.066
F -4.70741 2.58782 -1.00465 -0.036 -0.005 -0.072
F -6.80486 3.04385 -0.33114 -0.058 0.027 0.034
F -7.57523 1.38617 -1.61084 -0.052 -0.015 -0.023
F -5.50580 0.91985 -2.29451 0.018 0.138 0.030
F -6.31230 2.98389 -2.49594 0.057 -0.044 0.071
H -0.94736 -4.29807 -0.56377 0.140 0.008 0.097
H -0.41975 -4.71564 1.06655 0.035 0.037 -0.097
H 0.72334 -4.77596 -0.29116 -0.066 0.032 0.184
H -0.62926 -2.13830 0.19798 0.157 -0.093 0.298
H 0.53103 -2.62086 1.45807 -0.036 0.034 -0.113
H 2.18160 -3.03944 -0.44580 -0.140 0.092 -0.198
H 3.14737 -1.43526 4.69961 -0.025 -0.074 -0.144
H 4.47682 -1.73137 3.56730 -0.178 -0.120 0.017
H 3.25161 -2.99091 3.85984 0.074 0.097 -0.047
H 4.20601 -0.23546 -0.49237 -0.055 -0.145 -0.021
H 3.67424 -1.57157 -1.53811 -0.067 0.039 0.080
H 3.23788 0.44742 -2.79688 -0.143 0.100 -0.035
H 0.93704 2.09893 -4.87112 0.171 0.124 0.089
H 2.60352 2.43450 -4.36994 -0.091 -0.125 -0.021
H 1.91994 0.77292 -4.26861 -0.063 0.086 -0.021
H -0.73663 1.16786 -3.21113 -0.052 0.155 0.184
H 1.54215 1.42259 1.84668 0.041 -0.058 -0.232
H 1.22351 2.44983 0.47259 0.054 -0.119 0.095
H 3.26845 3.15001 1.04947 -0.035 -0.164 -0.050
H 3.73372 2.05803 -0.21974 -0.007 0.025 0.088
H 4.74722 0.53907 1.40433 -0.152 -0.013 0.116
H 3.72710 1.18489 2.71526 0.070 -0.014 -0.098
H -0.49111 1.37077 -0.46255 0.055 -0.089 -0.126
H -0.56348 -0.33619 -0.79903 0.033 0.079 0.124
H -0.65932 1.00363 1.97281 -0.040 -0.155 -0.086
H -1.06044 -0.69546 1.67175 0.029 0.101 -0.072
```
Positions in Å, forces in eV/Å.

Atom charges from the Löwdin analysis, given in e for atoms 1 to 6:
1 C -0.1002
2 C -0.3104
3 C -0.6153
4 I 1.0113
5 C -0.3333
6 C -0.5763